184
Properties=species:S:1:pos:R:3:forces:R:3 method="wB97M-V/def2-TZVPD" homo_energy_ev=-10.0 e_above_lowest_ev=1.3522 smiles="CCOP(=O)(OCC)OCC.CCOP(=O)(OCC)OCC.CCOP(=O)(OCC)OCC.CCOP(=O)(OCC)OCC.CCOP(=O)(OCC)OCC.CCOP(=O)(OCC)OCC.C[N+](=O)[O-].C[N+](=O)[O-].C[N+](=O)[O-].C[N+](=O)[O-]" charge=0 lumo_ha=-0.0101 total_energy_ev=-170353.69666 multiplicity=1
C -3.784776 9.298777 2.857247 -0.903 -0.277 -0.432
C -4.536842 7.960101 2.859684 -0.961 0.896 0.251
O -3.714966 6.829199 2.617048 0.093 -0.841 -0.035
P -2.836145 6.674555 1.317486 0.627 1.012 0.461
O -1.780193 7.690418 1.169522 -0.179 -0.468 -0.395
O -3.930933 6.687721 0.169982 -0.009 -0.117 -0.103
C -3.585732 6.913452 -1.198636 -0.235 -0.119 -0.804
C -4.868938 7.272468 -1.938236 0.508 0.514 0.457
O -2.324002 5.184378 1.437175 -0.054 0.188 0.105
C -1.271592 4.721219 0.534177 -0.331 0.099 1.217
C -1.173546 3.233129 0.762758 0.053 0.089 -0.670
H -4.453595 10.064400 3.257306 0.094 -0.089 0.314
H -2.864211 9.234747 3.427223 0.045 0.070 0.016
H -3.590555 9.625728 1.837554 0.394 -0.167 -0.013
H -5.075799 7.811687 3.798896 0.796 -0.287 0.390
H -5.411696 7.958364 2.197780 0.507 0.098 -0.659
H -2.854722 7.716458 -1.302477 -0.036 0.105 0.311
H -3.113207 6.038357 -1.651765 -0.158 -0.315 0.288
H -5.050524 8.314966 -1.668426 -0.416 -0.016 -0.298
H -4.732593 7.178309 -3.013293 -0.013 0.069 -0.047
H -5.718634 6.673775 -1.620164 0.096 -0.193 0.013
H -1.540359 5.040636 -0.471866 0.092 -0.386 -0.155
H -0.323199 5.184827 0.811139 -0.144 0.287 -0.069
H -0.652436 2.952063 1.673344 0.338 0.358 -0.072
H -2.151875 2.765866 0.862593 -0.110 0.036 -0.492
H -0.637372 2.842248 -0.102732 -0.060 -0.489 0.211
C 2.483239 -0.906842 -4.287145 0.013 -0.443 -0.611
C 2.119666 -1.808436 -3.120991 -0.130 0.626 0.008
O 3.312908 -2.424588 -2.583819 0.386 -0.034 0.445
P 3.420648 -2.679128 -1.031239 0.398 -1.085 0.397
O 2.230616 -2.363898 -0.223774 0.039 0.384 -0.213
O 3.868394 -4.215154 -0.936456 -0.854 0.553 -0.834
C 3.910590 -4.766950 0.368215 0.675 -0.249 1.710
C 3.551157 -6.231112 0.431140 -0.365 -0.679 -1.018
O 4.770435 -1.953442 -0.585152 0.286 0.418 -0.324
C 4.864089 -1.278017 0.667305 -1.199 1.414 0.979
C 5.539256 0.095654 0.634011 0.632 -0.182 -0.942
H 2.984092 -1.427209 -5.107431 0.158 -0.241 0.250
H 1.580728 -0.517829 -4.764255 -0.128 0.139 0.329
H 3.117264 -0.068830 -3.998738 -0.094 0.014 0.146
H 1.678493 -1.167822 -2.354741 -0.081 -0.223 0.133
H 1.415022 -2.609481 -3.341768 0.012 0.060 -0.268
H 4.913291 -4.625183 0.785816 0.184 -0.202 -0.367
H 3.321736 -4.231097 1.116349 -0.465 0.146 -0.547
H 3.736873 -6.634314 1.423811 0.197 0.143 0.025
H 2.517343 -6.480585 0.169853 -0.187 0.592 0.214
H 4.084373 -6.816000 -0.325285 0.473 0.127 0.256
H 3.837881 -1.040430 0.965793 0.000 -0.312 0.169
H 5.275320 -1.903337 1.460353 0.258 -0.323 -0.326
H 5.508869 0.596389 1.601131 -0.179 -0.310 0.184
H 6.588271 0.064761 0.327618 0.040 -0.228 0.074
H 5.066340 0.760518 -0.088293 -0.202 -0.131 0.033
C 2.227851 -2.202895 3.115879 -0.157 0.451 -0.556
C 2.361072 -2.927655 4.420896 -0.861 -0.587 -0.865
O 3.729670 -2.856944 4.842726 0.991 -0.333 0.032
P 4.743747 -4.035786 4.497521 -0.086 -0.648 0.666
O 4.442672 -4.888948 3.336499 -0.296 0.358 0.206
O 6.172291 -3.348833 4.464262 -0.755 0.483 0.624
C 7.343741 -4.144825 4.661449 0.590 -1.224 -0.758
C 8.551173 -3.265322 4.824021 -0.121 1.025 -0.260
O 4.847223 -4.853346 5.868802 0.441 0.456 0.222
C 4.059182 -5.984085 6.198790 -0.495 -0.928 -0.956
C 4.623475 -7.270539 5.590258 -0.076 -0.178 1.321
H 2.731375 -2.741427 2.312241 0.062 0.097 0.134
H 1.190530 -2.092750 2.790493 -0.017 -0.081 0.208
H 2.657138 -1.200652 3.185364 0.005 -0.012 0.022
H 1.675924 -2.548302 5.177082 0.569 0.260 0.296
H 2.042515 -3.963498 4.250539 0.287 -0.037 0.192
H 7.273462 -4.859140 5.483853 -0.471 0.432 0.333
H 7.439075 -4.806342 3.793772 0.093 0.272 -0.217
H 8.495318 -2.414202 4.138977 -0.165 -0.081 -0.054
H 8.580845 -2.830717 5.823362 0.210 -0.164 0.051
H 9.487242 -3.754574 4.562702 -0.071 -0.337 0.335
H 3.982753 -6.104992 7.277668 0.301 0.472 0.065
H 3.044270 -5.841287 5.816006 -0.046 0.046 0.115
H 4.212926 -8.107186 6.167573 -0.489 -0.018 -0.397
H 4.397355 -7.365834 4.534691 0.302 -0.020 -0.070
H 5.676525 -7.385975 5.858170 0.191 0.399 -0.593
C 2.289939 1.388718 -0.892814 -0.004 0.884 -0.360
C 2.693894 2.735684 -1.482041 -0.919 -0.058 -0.205
O 4.125733 2.764716 -1.549732 0.637 0.315 0.238
P 4.891341 2.408891 -2.876677 0.185 0.082 -1.734
O 4.053645 2.367022 -4.083716 0.077 -0.116 0.260
O 6.019965 3.523127 -3.048129 -0.083 -0.165 -0.023
C 6.807962 4.015726 -1.955535 -0.429 -0.367 0.585
C 7.807918 5.048866 -2.401734 -0.513 -0.079 -0.571
O 5.652911 1.041886 -2.588315 -0.242 0.596 0.953
C 6.302263 0.272541 -3.604774 0.578 0.507 -1.115
C 7.560191 0.961268 -4.163237 -0.944 0.385 0.454
H 2.900792 0.683270 -1.456325 -0.215 -0.468 0.309
H 2.494901 1.358317 0.174925 0.113 -0.259 -0.014
H 1.228766 1.202088 -1.057668 0.003 -0.111 0.022
H 2.243563 2.888485 -2.465829 0.427 -0.375 -0.249
H 2.349702 3.624776 -0.950778 0.370 -0.189 0.568
H 6.071347 4.426247 -1.257145 0.427 0.052 0.256
H 7.339035 3.176293 -1.490315 -0.184 0.026 0.062
H 7.288819 5.877786 -2.885656 0.090 0.100 0.130
H 8.350400 5.400101 -1.526964 0.133 0.070 -0.079
H 8.482245 4.618698 -3.142992 0.162 0.025 0.156
H 6.489876 -0.700920 -3.161489 -0.139 -0.039 -0.086
H 5.660815 0.243634 -4.490248 -0.419 -0.600 0.391
H 7.180942 1.888797 -4.593662 0.321 0.155 -0.074
H 8.279899 1.220343 -3.387216 0.213 -0.251 -0.132
H 7.967999 0.386803 -4.992306 0.247 -0.189 0.245
C -5.829366 1.992040 -0.330884 -0.210 0.439 0.263
C -4.806779 2.968466 -0.893857 0.302 -0.493 1.401
O -5.261131 3.478130 -2.141617 0.242 -0.035 -0.805
P -5.096864 2.633004 -3.499979 0.072 -0.225 -0.981
O -5.950428 1.467773 -3.784359 0.162 0.560 0.958
O -3.565988 2.233366 -3.551838 -0.309 0.159 0.530
C -2.496328 3.173734 -3.688110 0.741 0.180 -0.229
C -1.225432 2.488003 -3.203786 -0.229 -0.328 -0.334
O -5.224558 3.747390 -4.633616 0.076 0.101 0.890
C -6.500701 3.995829 -5.253097 -0.054 -0.056 -0.206
C -6.829767 5.465517 -5.270529 -0.028 0.057 -0.551
H -6.777410 2.532835 -0.279416 -0.109 -0.147 -0.182
H -5.961627 1.095952 -0.934858 0.122 -0.013 -0.012
H -5.610594 1.741698 0.710718 0.322 -0.154 -0.117
H -4.660839 3.777936 -0.172319 -0.604 0.503 -0.410
H -3.782698 2.578767 -0.897415 -0.160 -0.507 -0.829
H -2.513057 3.439932 -4.746225 0.465 0.163 0.070
H -2.594302 4.094891 -3.105426 -0.703 -0.102 0.086
H -1.419525 2.090052 -2.208356 0.045 -0.105 0.032
H -0.973433 1.660961 -3.869181 0.032 -0.069 0.109
H -0.355432 3.142561 -3.144260 -0.169 0.237 -0.148
H -6.410563 3.602953 -6.267418 -0.120 0.061 0.015
H -7.305782 3.450809 -4.757697 0.227 -0.167 0.107
H -6.096138 6.044947 -5.833436 0.108 -0.058 0.117
H -7.769404 5.544625 -5.824335 -0.069 0.206 0.183
H -6.945030 5.899065 -4.280320 -0.030 -0.089 0.089
C -2.877528 -4.744831 1.068325 -1.117 0.471 0.761
C -1.992725 -5.294263 -0.019346 -0.387 -0.741 1.158
O -2.800672 -5.430590 -1.206356 0.340 0.565 -0.426
P -2.331598 -4.580031 -2.462579 0.499 0.700 -0.798
O -0.904560 -4.776560 -2.800673 -0.902 0.222 0.112
O -3.374507 -4.925940 -3.628218 0.282 0.153 1.318
C -3.540110 -6.253820 -4.118746 -0.270 -0.558 -0.877
C -4.707511 -7.010565 -3.518283 -0.838 0.116 0.254
O -2.759115 -3.080725 -2.082347 -0.317 -1.689 -0.267
C -2.731233 -1.971973 -3.003229 1.093 0.457 0.380
C -3.872661 -1.061678 -2.656623 -0.728 0.041 -0.132
H -3.224839 -3.716647 0.932542 0.451 0.055 -0.295
H -3.831820 -5.277122 1.135750 0.223 -0.430 -0.231
H -2.451232 -4.795758 2.071573 0.401 -0.044 -0.194
H -1.058698 -4.740985 -0.117321 -0.184 0.240 -0.596
H -1.698343 -6.302538 0.279701 0.026 -0.040 -0.228
H -3.780105 -6.087453 -5.170649 0.226 -0.229 -0.059
H -2.621965 -6.842092 -4.072200 0.157 0.265 0.186
H -4.726963 -7.086555 -2.430337 0.363 0.158 -0.010
H -5.650695 -6.543633 -3.814914 0.078 0.181 0.095
H -4.788838 -8.029017 -3.902294 0.411 0.010 -0.141
H -1.741480 -1.539219 -2.817616 -0.225 0.485 -0.065
H -2.704612 -2.253906 -4.058048 -0.399 -0.455 0.136
H -4.830385 -1.548572 -2.857915 0.086 -0.090 -0.234
H -3.916282 -0.802983 -1.601282 0.410 -0.004 0.012
H -3.854746 -0.141132 -3.238457 0.128 -0.090 -0.018
C -1.687275 1.457062 3.708311 0.528 -0.099 0.718
N -2.374033 1.512390 5.043266 -0.041 0.116 -0.933
O -2.096865 0.628323 5.828423 -0.235 0.086 0.196
O -3.117691 2.448546 5.235620 -0.070 -0.156 0.330
H -0.826791 2.111032 3.846783 0.077 -0.083 -0.129
H -2.294947 1.848851 2.904600 -0.339 -0.126 0.209
H -1.362056 0.429394 3.596694 -0.009 0.058 -0.333
C -1.235086 -1.815289 0.315546 0.219 0.098 0.782
N -1.229132 -0.326714 0.239382 0.309 -0.082 -1.110
O -0.424350 0.271648 0.917955 0.003 -0.027 0.640
O -1.911401 0.212600 -0.616048 -0.211 -0.123 0.287
H -0.362853 -2.140157 -0.253150 0.002 0.002 -0.055
H -2.162774 -2.231639 -0.047812 -0.028 0.333 -0.247
H -1.081128 -2.054835 1.366220 0.039 -0.084 -0.045
C -2.951497 -3.083106 5.195879 0.167 -0.452 -0.165
N -1.505291 -3.104933 4.865698 0.634 -0.403 0.703
O -1.151392 -3.381706 3.741671 -0.235 0.129 -0.525
O -0.736895 -2.925623 5.787073 -0.074 0.267 0.134
H -3.452192 -3.405693 4.289147 -0.310 0.433 0.073
H -3.179048 -2.097507 5.588479 -0.171 0.073 -0.255
H -3.085010 -3.826724 5.978141 0.020 0.064 0.053
C -6.226603 -1.168808 2.379121 -0.363 0.116 -0.930
N -4.830255 -1.223393 1.886799 0.619 -0.029 0.186
O -4.642023 -1.539976 0.740276 -0.389 -0.150 -0.643
O -3.925375 -0.949741 2.649288 0.020 0.226 0.656
H -6.259831 -1.283306 3.453246 0.035 -0.033 0.000
H -6.760961 -1.907967 1.787183 -0.026 -0.265 0.418
H -6.633525 -0.217954 2.034504 0.169 0.177 0.319